Arrangement i

Molecular formula: C56H154N14O14
Method: DFT, the ωB97M-V functional and the def2-TZVPD basis

## Properties
- LUMO energy: 0.33 eV
- HOMO energy: -8.4600 eV
- Net charge: 0

Each line ends with the Mulliken charge.
Geometry (Å):
C: 15.63096 24.22556 9.11609  -1.636
C: 15.62224 23.83671 10.58744  1.620
C: 15.06023 22.47135 10.83200  -1.236
O: 14.96442 22.18180 12.23337  1.172
C: 14.59268 20.85587 12.39578  -1.099
N: 16.94183 23.89156 11.16613  -0.625
H: 15.83691 25.29810 9.05312  0.416
H: 14.67317 24.02319 8.59974  0.369
H: 16.43184 23.74096 8.53149  0.353
H: 14.86506 24.42357 11.13371  -0.387
H: 15.77041 21.71439 10.41760  0.018
H: 14.08311 22.38955 10.26352  0.307
H: 15.32228 20.12318 12.01632  -0.284
H: 13.71296 20.66500 11.79990  1.013
H: 14.46720 20.59098 13.43944  -0.478
H: 17.23392 24.84952 11.28710  0.307
H: 16.88372 23.31623 11.96060  0.011
C: 14.25084 26.45344 18.84687  0.380
C: 15.26661 27.48791 18.32943  1.433
C: 14.55716 28.60082 17.62087  -1.077
O: 15.51038 29.65414 17.32656  -0.356
C: 14.95711 30.90564 17.01256  -0.818
N: 16.12539 27.90729 19.53685  -0.807
H: 14.77025 25.50119 19.03570  -0.482
H: 13.42065 26.25802 18.13299  -0.456
H: 13.80617 26.78010 19.80758  0.550
H: 15.98245 27.04820 17.67690  -0.516
H: 13.76012 28.91175 18.29404  0.706
H: 14.05682 28.32920 16.69216  0.107
H: 14.35213 31.23755 17.86874  0.314
H: 14.34921 30.72328 16.09139  0.257
H: 15.84975 31.50638 16.82853  0.256
H: 15.45511 28.26977 20.26261  0.330
H: 16.56012 28.78137 19.24378  0.273
C: 17.13444 15.11974 15.17147  -0.341
C: 16.73678 13.77075 14.59427  0.008
C: 16.92208 12.73750 15.69424  -0.246
O: 18.31006 12.49854 16.02296  -0.395
C: 18.37686 11.76432 17.24091  -0.552
N: 15.35035 13.77978 14.13011  -0.363
H: 18.01584 14.90997 15.74982  0.640
H: 16.34594 15.41531 15.85600  -0.368
H: 17.28793 15.93283 14.45089  -0.410
H: 17.33790 13.46511 13.74637  0.484
H: 16.53462 11.71257 15.48193  0.403
H: 16.47715 13.08700 16.59619  -0.310
H: 19.43192 11.51284 17.44610  0.270
H: 17.82826 10.86517 17.16306  0.403
H: 17.95400 12.30866 18.06406  0.017
H: 14.73995 13.75805 14.93417  0.113
H: 15.19066 12.93241 13.61979  0.311
C: 14.79796 25.21413 14.15817  0.658
C: 14.96357 26.70304 14.28834  2.219
C: 15.81285 27.37495 13.20344  -1.581
O: 16.98088 26.61803 12.90305  -0.263
C: 17.88212 26.41270 13.95305  -0.457
N: 13.61474 27.30118 14.19946  -0.771
H: 15.78777 24.80060 14.02562  0.160
H: 14.09589 25.07351 13.31668  -0.099
H: 14.30042 24.87948 15.09001  -0.875
H: 15.39169 27.00201 15.26402  -0.777
H: 16.20909 28.37095 13.39842  0.305
H: 15.32488 27.25574 12.22689  0.377
H: 18.86569 26.21988 13.51724  0.302
H: 17.57088 25.51989 14.52604  0.091
H: 17.92984 27.31176 14.62137  0.272
H: 12.96976 26.91046 14.92185  0.193
H: 13.75892 28.29814 14.43605  0.319
C: 17.24241 18.56883 10.47992  -1.305
C: 18.04939 17.99248 11.73260  -0.121
C: 17.73551 18.74464 13.04462  0.879
O: 17.83429 20.13276 12.80748  -0.495
C: 17.70557 20.90578 13.94403  1.298
N: 17.74285 16.62636 12.10033  -0.315
H: 17.46300 17.98344 9.61586  0.492
H: 17.51141 19.59428 10.26575  0.311
H: 16.14368 18.50653 10.68166  0.163
H: 19.15372 18.03698 11.56782  0.375
H: 18.38214 18.45566 13.88608  0.005
H: 16.72591 18.44389 13.37465  -0.634
H: 18.05843 21.86102 13.62762  0.788
H: 18.27372 20.43904 14.77405  -1.461
H: 16.65687 20.96494 14.30362  -0.443
H: 16.79568 16.38474 11.90957  0.103
H: 18.29175 15.95291 11.58258  0.280
C: 10.22284 19.12779 17.55627  -1.863
C: 10.52185 19.84408 16.26764  2.130
C: 9.61318 19.19644 15.19164  -1.211
O: 9.93760 17.80487 15.13920  -0.216
C: 9.04972 17.15532 14.28530  -0.893
N: 10.19178 21.25918 16.52220  -0.362
H: 9.22329 19.22006 17.97754  0.434
H: 10.81666 19.54639 18.31679  0.462
H: 10.50808 18.07418 17.59978  0.276
H: 11.58239 19.73791 16.06303  -1.288
H: 9.66752 19.62259 14.17428  0.324
H: 8.58417 19.28718 15.53853  0.771
H: 9.26817 16.05992 14.31054  0.212
H: 9.18677 17.44968 13.25299  0.318
H: 8.01096 17.35577 14.60192  0.362
H: 9.18761 21.33843 16.66482  0.356
H: 10.33462 21.81486 15.70344  0.166
C: 11.42626 25.58246 21.50823  -1.854
C: 11.98484 24.34604 20.77226  2.003
C: 12.04017 23.15796 21.69306  -1.260
O: 12.63034 22.05247 21.03163  -0.033
C: 12.64038 20.83441 21.79439  -1.078
N: 11.14698 24.25649 19.56968  -0.184
H: 10.38854 25.40159 21.83117  0.469
H: 11.44238 26.37349 20.79606  0.499
H: 11.92900 25.79921 22.43592  0.399
H: 12.98944 24.71011 20.46843  -0.881
H: 11.05773 22.83595 21.98070  0.462
H: 12.63649 23.39403 22.56927  0.431
H: 11.63518 20.39149 21.84460  0.238
H: 13.05472 21.07146 22.75926  0.452
H: 13.26585 20.11487 21.29547  0.220
H: 10.20535 24.24845 19.92232  0.301
H: 11.40588 23.43172 19.04234  -0.137
C: 16.13357 22.09150 22.52208  -1.717
C: 16.47818 22.46576 21.06508  0.096
C: 16.60309 21.23158 20.23921  0.980
O: 17.50226 20.35913 20.85944  -0.458
C: 17.76011 19.16179 20.17743  -0.400
N: 15.47625 23.33160 20.40246  0.376
H: 16.97553 21.54928 23.03016  0.324
H: 15.22890 21.46056 22.53787  0.231
H: 15.91764 22.96648 23.08330  0.492
H: 17.39332 23.03376 21.10987  -0.042
H: 16.87881 21.44538 19.19879  0.295
H: 15.57965 20.77986 20.12200  -0.627
H: 18.56023 18.72562 20.75898  0.357
H: 17.96307 19.24631 19.12253  0.047
H: 16.93014 18.40318 20.21627  0.237
H: 14.58882 22.94836 20.78276  -0.580
H: 15.58999 24.30116 20.62216  0.426
C: 10.05476 25.48693 15.26095  -1.753
C: 10.95459 24.43950 15.85692  0.531
C: 11.63818 23.63245 14.73351  0.117
O: 10.69565 22.94373 13.95301  -0.490
C: 11.25600 21.84502 13.22143  0.030
N: 12.04012 25.14845 16.55622  0.098
H: 9.78884 26.18762 16.06216  0.470
H: 9.10200 25.02030 14.92156  0.369
H: 10.63942 26.00221 14.46139  0.306
H: 10.38871 23.77995 16.56216  0.243
H: 12.41943 23.00918 15.18325  -0.369
H: 12.12321 24.35875 14.06342  0.406
H: 12.25076 22.11451 12.84457  -0.200
H: 10.60852 21.68604 12.33463  0.269
H: 11.33491 20.91591 13.76561  -0.095
H: 11.61336 25.62706 17.36770  0.325
H: 12.61406 24.45682 17.05067  -0.664
C: 20.48086 21.30362 16.04746  -0.853
C: 20.92256 20.04232 16.81980  0.149
C: 19.97590 18.84237 16.56050  0.428
O: 19.89768 17.98841 17.70461  -0.520
C: 19.48513 16.69683 17.47135  -0.353
N: 22.45294 19.77502 16.53812  -0.815
H: 20.67412 21.20106 14.97048  0.281
H: 21.02262 22.16496 16.41517  0.567
H: 19.45638 21.56439 16.16073  -0.326
H: 20.94275 20.17934 17.91618  0.272
H: 20.39340 18.22101 15.74933  0.552
H: 18.94492 19.17626 16.38236  -0.612
H: 20.00318 16.04778 18.17327  0.410
H: 19.80472 16.48151 16.45584  0.458
H: 18.40736 16.58219 17.60400  -0.186
H: 22.56981 19.85352 15.51394  0.317
H: 22.92465 20.58593 16.89897  0.298
C: 13.78163 17.72382 14.42619  0.306
C: 13.23671 17.44194 13.04648  0.444
C: 12.72374 16.05613 13.07180  -0.002
O: 12.07101 15.77090 11.78720  -0.436
C: 11.72437 14.41530 11.66541  -0.687
N: 12.16683 18.43602 12.65872  -0.239
H: 13.08193 17.37779 15.18395  0.115
H: 14.01884 18.75121 14.57773  0.000
H: 14.69409 17.09981 14.56956  0.021
H: 14.07115 17.56204 12.33419  -0.129
H: 11.93003 15.93176 13.87805  0.007
H: 13.54726 15.37668 13.31355  0.259
H: 11.40057 14.27255 10.64344  0.290
H: 10.88788 14.15271 12.30713  0.263
H: 12.56812 13.70083 11.85336  0.232
H: 11.64979 18.09015 11.86431  0.392
H: 11.49296 18.52666 13.42139  -0.490
C: 12.93444 15.80227 17.51939  -1.200
C: 14.23309 14.96969 17.57105  3.635
C: 15.00204 15.21695 18.84964  -0.673
O: 16.13455 14.36535 18.86600  -0.230
C: 17.09019 14.54993 19.91599  -0.603
N: 14.02122 13.59495 17.25826  -0.735
H: 12.24358 15.65575 18.39145  0.568
H: 12.42908 15.45689 16.60649  0.338
H: 13.16508 16.82583 17.42136  -0.438
H: 14.76617 15.39231 16.69452  -1.977
H: 14.40465 15.03060 19.77008  0.417
H: 15.26644 16.27080 19.03636  0.035
H: 17.86992 13.86892 19.65104  0.272
H: 16.65206 14.39810 20.89126  0.269
H: 17.47267 15.56578 19.86382  0.063
H: 13.24090 13.21274 17.80965  0.315
H: 14.78079 12.99916 17.46317  0.251
C: 18.08980 24.48180 18.05444  -0.012
C: 19.24379 24.81709 19.04830  0.274
C: 20.44540 25.61548 18.51130  -1.253
O: 20.83525 25.10250 17.28569  -0.112
C: 21.91642 25.72020 16.63696  -0.895
N: 18.76059 25.50450 20.25870  -0.767
H: 17.67623 25.37702 17.58122  -0.033
H: 17.30525 23.94958 18.60855  -0.192
H: 18.48536 23.88695 17.22381  0.363
H: 19.60894 23.86755 19.41286  0.447
H: 21.24289 25.47301 19.24142  0.398
H: 20.22352 26.67161 18.46084  0.363
H: 22.23616 25.04604 15.86673  0.215
H: 22.73908 25.86502 17.33729  0.392
H: 21.67924 26.70141 16.15960  0.262
H: 18.09021 26.18080 19.84681  0.231
H: 18.20100 24.79505 20.68812  0.415
C: 15.23389 22.39277 16.92120  -0.176
C: 14.02759 21.48046 16.88584  2.332
C: 14.35840 20.08349 17.26086  0.234
O: 15.50100 19.61189 16.54554  1.148
C: 15.80794 18.27614 16.80473  0.981
N: 13.00181 22.08713 17.81012  1.511
H: 15.55672 22.45283 17.97318  -0.719
H: 14.91867 23.35918 16.59324  -0.258
H: 15.98160 21.98093 16.25977  -0.529
H: 13.57398 21.49604 15.86592  -1.337
H: 13.55805 19.40144 16.98214  -0.580
H: 14.49830 20.02504 18.35211  -0.327
H: 14.99129 17.62428 16.52850  -1.609
H: 16.16076 18.13175 17.81602  0.121
H: 16.53678 18.04011 16.02754  -0.381
H: 12.10480 21.68866 17.58361  0.213
H: 13.23146 21.85234 18.78651  -0.686

***

Arrangement ii

Molecular formula: C56H154N14O14
Method: DFT, the ωB97M-V functional and the def2-TZVPD basis

## Properties
- LUMO energy: 0.42 eV
- HOMO energy: -7.6695 eV
- Net charge: 0

Each line ends with the Mulliken charge.
Geometry (Å):
C: 2.65513 -0.22943 6.00036  0.315
C: 3.20072 1.10715 6.15691  0.440
C: 2.42049 2.13707 5.29075  -0.392
O: 2.56176 1.88247 3.89962  -0.381
C: 1.89087 2.77831 3.03651  -0.708
N: 3.28302 1.34472 7.55461  -0.864
H: 2.81212 -0.52170 4.96207  -0.616
H: 1.57261 -0.15635 6.10473  -0.515
H: 3.25402 -0.95584 6.54969  0.588
H: 4.23796 1.16479 5.82690  0.465
H: 2.82039 3.14383 5.41164  0.393
H: 1.36055 2.14258 5.54492  -0.153
H: 2.37780 3.71664 3.30212  0.673
H: 0.80363 2.74545 2.96629  0.093
H: 2.39313 2.41803 2.13872  0.115
H: 2.34131 1.15270 7.86513  0.375
H: 3.84623 0.68537 8.07244  0.335
C: -2.57451 2.95254 -0.63719  0.650
C: -3.63513 3.88381 -0.11784  -0.012
C: -3.95072 3.52519 1.41642  -0.616
O: -4.59614 2.28728 1.45758  -0.316
C: -4.21967 1.41558 2.52818  -0.112
N: -3.18926 5.29327 -0.19648  -0.530
H: -2.52682 2.93992 -1.72608  -0.391
H: -2.72000 1.95377 -0.22561  -0.119
H: -1.62937 3.28566 -0.20843  -0.309
H: -4.53330 3.72554 -0.71479  0.544
H: -4.57891 4.31228 1.83351  0.435
H: -2.95327 3.62520 1.84443  0.054
H: -3.22157 1.52787 2.95162  0.133
H: -4.19236 0.42513 2.07392  -0.294
H: -4.90330 1.43551 3.37691  0.427
H: -3.33731 5.58013 -1.15350  0.247
H: -3.74481 5.84965 0.43748  0.206
C: 5.19633 2.22959 -2.52710  -1.847
C: 4.19036 1.58688 -3.49571  1.873
C: 4.47635 1.87412 -4.95005  -1.356
O: 3.35199 1.48431 -5.81120  0.136
C: 3.56068 1.56789 -7.20280  -1.061
N: 4.22865 0.15716 -3.25827  -0.403
H: 6.16988 1.73959 -2.54076  0.443
H: 4.85678 2.05446 -1.50624  0.285
H: 5.38851 3.29750 -2.63069  0.404
H: 3.22101 1.99546 -3.21020  -0.463
H: 5.41966 1.44918 -5.29310  0.421
H: 4.63815 2.92820 -5.17552  0.438
H: 4.34712 0.84555 -7.42152  0.407
H: 3.79907 2.60484 -7.43945  0.395
H: 2.59274 1.37928 -7.66715  0.134
H: 5.18293 -0.14375 -3.39577  0.353
H: 3.53151 -0.28980 -3.83648  -0.022
C: -3.98961 0.73878 -3.27929  -1.245
C: -3.38867 1.53825 -4.39107  1.193
C: -2.66303 0.68552 -5.47241  -0.640
O: -2.42448 1.58205 -6.52525  -0.429
C: -2.01187 0.94110 -7.63285  -0.551
N: -4.39580 2.30829 -4.99313  -0.877
H: -4.46903 -0.13432 -3.72196  0.510
H: -4.64953 1.18563 -2.53570  0.360
H: -3.19749 0.34116 -2.64483  -0.031
H: -2.80481 2.31992 -3.90507  -0.568
H: -3.34363 -0.08607 -5.83233  0.498
H: -1.83414 0.15314 -5.00594  0.362
H: -0.93702 0.81393 -7.50394  0.092
H: -2.13824 1.59208 -8.49793  0.265
H: -2.53983 -0.00758 -7.72957  0.335
H: -3.87642 2.60899 -5.80548  0.351
H: -5.10690 1.73939 -5.42993  0.275
C: -5.04460 -3.52927 -5.05113  -1.097
C: -3.91570 -4.60256 -4.96732  0.169
C: -2.53807 -3.98066 -4.59145  -0.870
O: -2.62459 -3.22005 -3.39015  0.250
C: -1.33190 -3.10658 -2.94711  0.194
N: -4.20904 -5.58916 -3.99326  -0.767
H: -5.40189 -3.36520 -4.03451  0.307
H: -5.86354 -3.85642 -5.69176  0.390
H: -4.72110 -2.61742 -5.55311  0.115
H: -3.96254 -5.14406 -5.91214  0.397
H: -2.28451 -3.37586 -5.46209  0.328
H: -1.81382 -4.77611 -4.76699  0.315
H: -0.76708 -2.48727 -3.64390  -0.150
H: -0.84438 -4.05884 -2.73824  0.438
H: -1.53320 -2.59385 -2.00653  -0.418
H: -5.20672 -5.69472 -3.87663  0.255
H: -3.89288 -5.24993 -3.09600  0.290
C: -1.68577 -3.55154 1.48593  -1.874
C: -2.98970 -2.90080 1.70986  1.765
C: -3.64755 -2.65138 0.36945  -0.264
O: -4.79596 -1.79690 0.60306  -0.373
C: -5.32739 -1.21886 -0.56703  -0.494
N: -3.82095 -3.71174 2.59750  -0.786
H: -0.87833 -3.04252 0.95957  0.170
H: -1.87399 -4.52828 1.04023  0.536
H: -1.35915 -3.63127 2.52278  0.449
H: -2.92628 -1.95631 2.25025  -0.149
H: -3.90952 -3.60381 -0.09136  0.302
H: -2.98171 -2.19447 -0.36267  -0.281
H: -5.93231 -0.33984 -0.34454  0.325
H: -6.10502 -1.92720 -0.85274  0.337
H: -4.62222 -1.12840 -1.39326  -0.008
H: -3.55535 -3.87183 3.55871  0.044
H: -4.77993 -3.42630 2.73527  0.385
C: 3.63327 -5.44394 -2.31248  -1.347
C: 4.77519 -4.76951 -3.11959  1.330
C: 6.05801 -4.61052 -2.26708  -1.168
O: 5.96382 -3.86006 -1.01609  -0.384
C: 5.84145 -2.45187 -1.30453  -0.808
N: 4.99707 -5.52153 -4.34923  -0.764
H: 4.00711 -6.39701 -1.93830  0.352
H: 2.80019 -5.57439 -3.00318  0.394
H: 3.24381 -4.92394 -1.43726  0.229
H: 4.43165 -3.78621 -3.44083  -0.322
H: 6.96091 -4.41715 -2.84629  0.460
H: 6.33484 -5.58830 -1.87285  0.402
H: 4.81191 -2.21428 -1.57229  0.128
H: 6.45664 -2.12872 -2.14431  0.468
H: 6.08967 -1.76997 -0.49121  0.423
H: 5.51761 -6.27125 -3.91672  0.309
H: 5.77952 -5.10520 -4.83351  0.293
C: 2.30178 -1.57872 -6.08499  -0.783
C: 1.52371 -2.65507 -6.76828  0.464
C: 2.32310 -3.75679 -7.51560  -1.167
O: 2.94260 -3.46690 -8.80058  -0.406
C: 2.13510 -2.74702 -9.67920  -0.686
N: 0.57169 -3.19660 -5.74703  -0.233
H: 2.99167 -2.07057 -5.39925  -0.164
H: 1.73358 -0.78495 -5.60004  0.361
H: 3.10869 -1.16052 -6.68674  0.312
H: 0.80984 -2.11343 -7.38886  0.289
H: 1.46088 -4.33838 -7.84184  0.512
H: 2.96789 -4.49063 -7.03205  0.424
H: 2.46907 -2.74305 -10.71677  0.299
H: 2.29032 -1.71102 -9.37802  0.186
H: 1.05734 -2.90974 -9.68639  0.295
H: 0.39087 -4.18886 -5.80026  0.252
H: 1.03786 -3.11443 -4.85482  0.023
C: 4.67190 -1.40818 2.50376  -1.617
C: 3.88290 -2.33682 1.63776  0.397
C: 2.74838 -3.12869 2.52552  -0.498
O: 3.28637 -4.10598 3.42074  -0.466
C: 2.17210 -4.89270 4.01019  -0.713
N: 3.14299 -1.42838 0.76945  0.012
H: 5.34406 -0.77014 1.93000  0.402
H: 5.29084 -2.02937 3.15117  0.550
H: 4.06012 -0.80269 3.17249  0.032
H: 4.57447 -3.00046 1.11870  0.186
H: 2.19838 -3.69839 1.77649  0.405
H: 2.03709 -2.41166 2.93542  0.135
H: 1.66226 -5.52029 3.27923  0.319
H: 1.43591 -4.37005 4.62089  0.246
H: 2.71132 -5.61842 4.61902  0.315
H: 3.84063 -0.90257 0.26256  0.072
H: 2.59982 -0.72148 1.24415  -0.154
C: -1.02210 0.44065 7.26073  -1.221
C: -0.47190 1.65989 8.00989  1.032
C: -1.39543 2.27675 9.12609  -1.017
O: -0.63658 3.23515 9.87074  -0.325
C: -1.44552 3.78656 10.93940  -0.789
N: 0.71650 1.20673 8.57827  -0.607
H: -2.04464 0.70119 6.98754  0.451
H: -1.19723 -0.50500 7.77372  0.508
H: -0.34369 0.19498 6.44371  -0.128
H: -0.21052 2.37697 7.23171  -0.389
H: -1.76265 1.44184 9.72289  0.444
H: -2.27214 2.63257 8.58490  0.373
H: -1.98280 3.08883 11.58175  0.322
H: -2.15828 4.54651 10.61917  0.305
H: -0.70992 4.32956 11.53281  0.271
H: 0.95356 1.92855 9.24376  0.336
H: 0.35900 0.51209 9.21841  0.290
C: 0.80427 -0.31849 -2.36354  -0.652
C: 0.94703 1.02409 -1.60938  0.522
C: 0.10530 1.04244 -0.31422  0.599
O: 0.19332 -0.21318 0.36054  0.146
C: -0.53804 -0.12994 1.60991  -0.522
N: 2.33431 1.03360 -1.13462  0.505
H: 1.31258 -0.30050 -3.32760  0.140
H: -0.24675 -0.50757 -2.58196  -0.057
H: 1.18811 -1.14625 -1.76723  0.131
H: 0.64134 1.89442 -2.19005  0.408
H: -0.92183 1.12761 -0.66898  -0.579
H: 0.39855 1.81114 0.40076  0.111
H: -1.52654 0.32620 1.55596  0.037
H: 0.10683 0.46523 2.25646  -0.105
H: -0.51808 -1.14656 2.00256  0.085
H: 2.37652 0.27684 -0.46706  -0.348
H: 2.95944 0.78422 -1.88769  -0.353
C: -2.98711 -2.41641 5.98624  -0.775
C: -3.90167 -3.54622 6.40810  0.130
C: -5.35033 -3.22950 6.00514  -0.335
O: -6.17090 -4.37353 6.37046  -0.372
C: -7.57321 -4.12363 5.99680  -0.728
N: -3.45596 -4.79601 5.85687  -0.561
H: -1.90082 -2.48431 5.92741  0.418
H: -3.28904 -1.47347 6.44209  0.208
H: -3.24974 -2.29638 4.93519  -0.208
H: -3.84047 -3.54255 7.49638  0.406
H: -5.48680 -2.99699 4.94901  0.061
H: -5.66668 -2.34375 6.55603  0.390
H: -8.12571 -3.71806 6.84436  0.269
H: -7.97160 -5.13580 5.92690  0.274
H: -7.71213 -3.64198 5.02890  0.308
H: -4.26652 -5.37265 5.68200  0.245
H: -2.91990 -5.33130 6.52485  0.249
C: 3.42955 5.56679 -1.62855  -1.411
C: 1.97258 5.46858 -2.21209  0.224
C: 1.92499 4.73956 -3.47663  0.339
O: 0.69575 4.80074 -4.06188  -0.450
C: 0.42741 4.01947 -5.16549  -0.509
N: 1.23895 4.74751 -1.18730  -0.421
H: 3.36784 6.12589 -0.69490  0.313
H: 4.17124 6.16643 -2.15621  0.445
H: 3.88685 4.59726 -1.43110  0.151
H: 1.60941 6.48909 -2.33362  0.497
H: 2.14958 3.69034 -3.28481  -0.730
H: 2.61202 5.25136 -4.15055  0.540
H: -0.19003 4.54160 -5.89642  0.332
H: -0.09853 3.11973 -4.84618  0.159
H: 1.31262 3.63358 -5.67104  0.141
H: 0.34182 4.71631 -1.65020  0.233
H: 1.61879 3.81180 -1.17090  -0.078
C: 1.31154 6.73613 2.36240  -1.644
C: 0.09856 5.80045 2.18830  2.565
C: -1.11379 6.08771 3.13062  -0.911
O: -0.98042 5.98257 4.47629  -0.458
C: -0.67022 4.65627 4.90467  -0.254
N: -0.34456 5.91583 0.86580  -0.662
H: 1.45053 6.71188 3.44323  0.435
H: 1.20545 7.80401 2.17143  0.303
H: 2.19946 6.43215 1.80806  0.291
H: 0.38728 4.75595 2.30561  -1.183
H: -2.00158 5.54479 2.80632  0.288
H: -1.41352 7.12988 3.02041  0.330
H: -1.02956 4.53764 5.92687  0.193
H: 0.38119 4.38078 4.82249  0.248
H: -1.32907 3.95665 4.39035  0.080
H: 0.42192 5.65325 0.26277  0.591
H: -1.20656 5.45528 0.61097  0.084

***

Most stable = arrangement i